Entry 1:
Computed, not measured: a single C5H7NO molecule, with ωB97M-V with the def2-TZVPD basis set.

```
14
C5H7NO (ωB97M-V with the def2-TZVPD basis set)
C -1.654 -1.073 0.137
C -0.262 -0.582 -0.055
O 0.753 -1.487 0.136
C 1.902 -0.785 0.219
C 1.675 0.541 0.081
C 0.264 0.671 -0.160
N -0.370 1.840 -0.563
H -2.321 -0.215 0.279
H -2.053 -1.695 -0.672
H -1.687 -1.662 1.061
H 2.805 -1.366 0.337
H 2.397 1.341 0.183
H -0.098 2.704 -0.128
H -1.328 1.784 -0.858
```

The spin multiplicity is 1. The LUMO energy comes out at 1.0 eV. For the largest force on an atom, the calculation gives 0.0061 Eh/bohr. Its SMILES is Cc1occc1N. The highest occupied orbital energy is -7.63 eV. For the orbital gap, the calculation gives 0.3189 Eh. The value obtained for the energy above the lowest of the compared OMol25 structures with the same formula, charge and spin is 20.14 kcal per mole. Its total charge is 0. Its electronic energy is -324.69238 Eh.

Atom charges from the natural (NBO) analysis, given in e for atoms 1 to 4: atom 1 (C): -0.648, atom 2 (C): 0.191, atom 3 (O): -0.413, atom 4 (C): 0.106


Entry 2:
Computed, not measured: 2 unconnected molecules or ions with the total composition C5H7NO in a non-equilibrium geometry, with ωB97M-V with the def2-TZVPD basis set.

```
14
C5H7NO (ωB97M-V with the def2-TZVPD basis set)
C 3.160 0.049 0.108
C 0.374 -0.674 -0.266
C -2.158 -0.298 -0.467
C -1.724 0.584 0.698
C -0.687 0.227 -0.386
N 2.283 0.848 -0.082
O 0.831 -1.748 -0.137
H 4.144 0.213 0.405
H 3.008 -1.074 -0.009
H -2.190 -1.317 -0.376
H -2.861 0.164 -1.106
H -1.886 1.647 0.656
H -1.808 0.165 1.636
H -0.486 1.213 -0.675
```

The spin multiplicity is 1. The LUMO energy comes out at 0.4 eV. For the largest force on an atom, the calculation gives 0.0850 Eh/bohr. The highest occupied orbital energy is -7.07 eV. For the orbital gap, the calculation gives 0.2749 Eh. The value obtained for the energy above the lowest of the compared OMol25 structures with the same formula, charge and spin is 126.36 kcal per mole. Its total charge is 0. Its electronic energy is -324.52310 Eh.

Atom charges from the natural (NBO) analysis, given in e for atoms 1 to 4: atom 1 (C): -0.153, atom 2 (C): 0.780, atom 3 (C): -0.365, atom 4 (C): -0.325


Entry 3:
Computed, not measured: a molecular structure, C5H7NO, with ωB97M-V with the def2-TZVPD basis set.

```
14
C5H7NO (ωB97M-V with the def2-TZVPD basis set)
C 0.217 1.640 0.458
N 0.910 -1.318 0.526
C -0.464 -1.645 0.292
C 0.873 -0.600 -0.680
C 0.101 0.600 -0.637
C -1.208 -0.572 -0.257
O -2.324 -0.379 -0.653
H 1.094 -0.763 1.356
H -0.878 -2.600 0.587
H 1.095 -1.134 -1.593
H -0.136 1.022 -1.610
H 0.286 1.201 1.455
H -0.666 2.278 0.449
H 1.098 2.269 0.307
```

The spin multiplicity is 1. The LUMO energy comes out at 0.2 eV. For the largest force on an atom, the calculation gives 0.0181 Eh/bohr. The highest occupied orbital energy is -8.53 eV. For the orbital gap, the calculation gives 0.3214 Eh. The value obtained for the energy above the lowest of the compared OMol25 structures with the same formula, charge and spin is 76.90 kcal per mole. Its total charge is 0. Its electronic energy is -324.60192 Eh.

Atom charges from the natural (NBO) analysis, given in e for atoms 1 to 4: atom 1 (C): -0.615, atom 2 (N): -0.595, atom 3 (C): -0.214, atom 4 (C): 0.127


Entry 4:
Computed, not measured: a molecular structure, C5H7NO in a non-equilibrium geometry, with ωB97M-V with the def2-TZVPD basis set.

```
14
C5H7NO (ωB97M-V with the def2-TZVPD basis set)
O 2.527 0.241 -0.347
C 1.178 0.327 -0.681
C 0.393 -0.900 -0.484
C -0.596 -0.566 0.603
C -1.873 0.016 0.043
N -1.031 1.074 -0.579
C -0.006 0.850 0.331
H 2.621 -0.332 0.427
H 1.111 0.935 -1.579
H 0.910 -1.869 -0.509
H -0.546 -1.155 1.528
H -2.442 -0.610 -0.649
H -2.566 0.448 0.784
H 0.320 1.542 1.110
```

The spin multiplicity is 1. The LUMO energy (alpha / beta) comes out at -0.2 / -0.4 eV. For the largest force on an atom, the calculation gives 0.0402 Eh/bohr. The highest occupied orbital energy (alpha / beta) is -9.02 / -8.37 eV. For the orbital gap (alpha / beta), the calculation gives 0.3236 / 0.2946 Eh. The value obtained for the energy above the lowest of the compared OMol25 structures with the same formula, charge and spin is 140.53 kcal per mole. Its total charge is 0. Its electronic energy is -324.50051 Eh.

Atom charges from the natural (NBO) analysis, given in e for atoms 1 to 4: atom 1 (O): -0.684, atom 2 (C): 0.050, atom 3 (C): -0.105, atom 4 (C): -0.314


Entry 5:
Computed, not measured: a single C5H7NO molecule in a non-equilibrium geometry, with ωB97M-V with the def2-TZVPD basis set.

```
14
C5H7NO (ωB97M-V with the def2-TZVPD basis set)
C 0.726 0.911 -1.765
C 0.109 -0.029 -0.782
C 0.748 -1.043 -0.133
O 0.003 -1.539 0.868
C -1.059 -0.668 0.998
N -1.007 -0.103 2.297
C -1.134 0.137 -0.105
H 1.737 1.171 -1.430
H 0.797 0.470 -2.759
H 0.156 1.843 -1.835
H 1.713 -1.502 -0.251
H -0.884 -0.839 2.986
H -0.040 0.271 2.184
H -1.864 0.921 -0.273
```

The spin multiplicity is 1. The LUMO energy comes out at 0.8 eV. For the largest force on an atom, the calculation gives 0.0234 Eh/bohr. Its SMILES is Cc1coc(N)c1. The highest occupied orbital energy is -8.19 eV. For the orbital gap, the calculation gives 0.3300 Eh. The value obtained for the energy above the lowest of the compared OMol25 structures with the same formula, charge and spin is 54.38 kcal per mole. Its total charge is 0. Its electronic energy is -324.63781 Eh.

Atom charges from the natural (NBO) analysis, given in e for atoms 1 to 4: atom 1 (C): -0.628, atom 2 (C): -0.128, atom 3 (C): 0.088, atom 4 (O): -0.437


Entry 6:
Computed, not measured: a single C5H7NO molecule, with ωB97M-V with the def2-TZVPD basis set.

```
14
C5H7NO (ωB97M-V with the def2-TZVPD basis set)
C 1.961 1.606 0.179
C 1.174 0.706 0.031
C 0.217 -0.389 -0.174
C -0.012 -0.690 -1.667
C -1.102 -0.008 0.532
N -1.106 -0.237 1.876
O -2.060 0.445 -0.059
H 2.649 2.415 0.283
H 0.617 -1.280 0.327
H 0.080 -1.762 -1.864
H 0.719 -0.163 -2.286
H -1.014 -0.362 -1.952
H -1.876 0.146 2.404
H -0.249 -0.428 2.370
```

The spin multiplicity is 1. The LUMO energy comes out at 0.9 eV. For the largest force on an atom, the calculation gives 0.0113 Eh/bohr. Its SMILES is C#C[C@H](C)C(N)=O. The highest occupied orbital energy is -9.77 eV. For the orbital gap, the calculation gives 0.3908 Eh. The value obtained for the energy above the lowest of the compared OMol25 structures with the same formula, charge and spin is 34.09 kcal per mole. Its total charge is 0. Its electronic energy is -324.67014 Eh.

Atom charges from the natural (NBO) analysis, given in e for atoms 1 to 4: atom 1 (C): -0.247, atom 2 (C): 0.008, atom 3 (C): -0.398, atom 4 (C): -0.600


Entry 7:
Computed, not measured: a single C5H7NO molecule, with ωB97M-V with the def2-TZVPD basis set.

```
14
C5H7NO (ωB97M-V with the def2-TZVPD basis set)
C -1.926 -0.034 0.110
C -0.440 -0.206 0.034
N 0.254 -1.095 0.964
C 0.719 0.263 0.891
C 1.656 0.440 -0.305
C 0.433 0.053 -1.169
O 0.191 0.169 -2.341
H -2.269 0.638 -0.682
H -2.224 0.379 1.078
H -2.428 -0.998 -0.017
H 0.879 -1.754 0.503
H 0.661 0.889 1.776
H 2.535 -0.213 -0.320
H 1.959 1.468 -0.524
```

The spin multiplicity is 1. The LUMO energy comes out at 1.0 eV. For the largest force on an atom, the calculation gives 0.0097 Eh/bohr. Its SMILES is C[C@]12N[C@H]1CC2=O. The highest occupied orbital energy is -9.46 eV. For the orbital gap, the calculation gives 0.3838 Eh. The value obtained for the energy above the lowest of the compared OMol25 structures with the same formula, charge and spin is 44.68 kcal per mole. Its total charge is 0. Its electronic energy is -324.65326 Eh.

Atom charges from the natural (NBO) analysis, given in e for atoms 1 to 4: atom 1 (C): -0.622, atom 2 (C): -0.022, atom 3 (N): -0.550, atom 4 (C): -0.055


Entry 8:
Computed, not measured: 2 unconnected molecules or ions with the total composition C5H7NO in a non-equilibrium geometry, with ωB97M-V with the def2-TZVPD basis set.

```
14
C5H7NO (ωB97M-V with the def2-TZVPD basis set)
C 2.498 0.030 0.909
C -0.628 -1.334 0.232
C 2.130 -0.641 -0.194
C -1.218 1.021 -0.816
C -1.481 -0.055 0.239
N 2.305 0.904 -0.014
O -1.005 -2.463 0.271
H 2.670 -0.016 2.027
H 2.230 -1.252 -1.054
H -1.269 0.384 -1.827
H -0.247 1.517 -0.608
H -2.008 1.657 -0.687
H -2.616 -0.236 0.186
H -1.360 0.484 1.337
```

The spin multiplicity is 1. The LUMO energy (alpha / beta) comes out at 0.2 / 0.8 eV. For the largest force on an atom, the calculation gives 0.0944 Eh/bohr. The highest occupied orbital energy (alpha / beta) is -7.60 / -7.82 eV. For the orbital gap (alpha / beta), the calculation gives 0.2860 / 0.3160 Eh. The value obtained for the energy above the lowest of the compared OMol25 structures with the same formula, charge and spin is 161.80 kcal per mole. Its total charge is 0. Its electronic energy is -324.46663 Eh.

Atom charges from the natural (NBO) analysis, given in e for atoms 1 to 4: atom 1 (C): 0.029, atom 2 (C): 0.537, atom 3 (C): -0.138, atom 4 (C): -0.595


Entry 9:
Computed, not measured: a single C5H7NO molecule, with ωB97M-V with the def2-TZVPD basis set.

```
14
C5H7NO (ωB97M-V with the def2-TZVPD basis set)
C 0.396 -1.746 -0.331
N 0.122 -0.325 -0.398
C 0.393 0.536 -1.361
C 0.103 1.941 -1.098
C -0.363 1.836 0.186
C -0.553 0.422 0.666
O -0.256 -0.018 1.951
H -0.501 -2.338 -0.538
H 0.757 -1.988 0.672
H 1.173 -1.994 -1.058
H 0.801 0.122 -2.287
H -0.767 2.636 0.808
H -1.625 0.265 0.496
H 0.311 0.637 2.375
```

The spin multiplicity is 1. The LUMO energy comes out at -0.1 eV. For the largest force on an atom, the calculation gives 0.0097 Eh/bohr. Its SMILES is CN1C=C=C[C@@H]1O. The highest occupied orbital energy is -7.46 eV. For the orbital gap, the calculation gives 0.2710 Eh. The value obtained for the energy above the lowest of the compared OMol25 structures with the same formula, charge and spin is 88.37 kcal per mole. Its total charge is 0. Its electronic energy is -324.58364 Eh.

Atom charges from the natural (NBO) analysis, given in e for atoms 1 to 4: atom 1 (C): -0.414, atom 2 (N): -0.334, atom 3 (C): 0.178, atom 4 (C): -0.381


Entry 10:
Computed, not measured: a single C5H7NO molecule, with ωB97M-V with the def2-TZVPD basis set.

```
14
C5H7NO (ωB97M-V with the def2-TZVPD basis set)
O 0.664 -2.429 0.833
C 0.238 -2.154 -0.419
N -0.497 -1.048 -0.441
C -0.824 -0.094 0.605
C 0.214 1.032 0.679
C 0.359 1.726 -0.605
C 0.461 2.263 -1.679
H 1.145 -3.249 0.664
H -0.736 -0.813 -1.389
H -0.861 -0.631 1.555
H -1.820 0.308 0.389
H -0.080 1.741 1.460
H 1.177 0.598 0.972
H 0.562 2.751 -2.624
```

The spin multiplicity is 1. The LUMO energy comes out at 0.9 eV. For the largest force on an atom, the calculation gives 0.0135 Eh/bohr. The highest occupied orbital energy is -8.56 eV. For the orbital gap, the calculation gives 0.3480 Eh. The value obtained for the energy above the lowest of the compared OMol25 structures with the same formula, charge and spin is 77.80 kcal per mole. Its total charge is 0. Its electronic energy is -324.60049 Eh.

Atom charges from the natural (NBO) analysis, given in e for atoms 1 to 4: atom 1 (O): -0.716, atom 2 (C): 0.252, atom 3 (N): -0.625, atom 4 (C): -0.226


Entry 11:
Computed, not measured: a single C5H7NO molecule, with ωB97M-V with the def2-TZVPD basis set.

```
14
C5H7NO (ωB97M-V with the def2-TZVPD basis set)
C -0.959 1.084 1.219
N -0.071 0.289 1.649
C 0.908 -0.135 0.687
C 0.778 -1.430 -0.032
C 0.574 -0.136 -0.785
C -0.806 0.419 -1.033
O -1.189 1.436 -0.064
H -1.644 1.569 1.918
H 1.898 0.216 0.953
H -0.089 -2.051 0.177
H 1.697 -1.976 -0.225
H 1.352 0.150 -1.490
H -1.578 -0.356 -0.974
H -0.871 0.922 -2.000
```

The spin multiplicity is 1. The LUMO energy comes out at 1.0 eV. For the largest force on an atom, the calculation gives 0.0078 Eh/bohr. Its SMILES is C1=N[C@H]2C[C@H]2CO1. The highest occupied orbital energy is -9.44 eV. For the orbital gap, the calculation gives 0.3854 Eh. The value obtained for the energy above the lowest of the compared OMol25 structures with the same formula, charge and spin is 38.23 kcal per mole. Its total charge is 0. Its electronic energy is -324.66355 Eh.

Atom charges from the natural (NBO) analysis, given in e for atoms 1 to 4: atom 1 (C): 0.408, atom 2 (N): -0.483, atom 3 (C): -0.075, atom 4 (C): -0.409


Entry 12:
Computed, not measured: a single C5H7NO molecule, with ωB97M-V with the def2-TZVPD basis set.

```
14
C5H7NO (ωB97M-V with the def2-TZVPD basis set)
C 1.180 0.151 -1.425
C 0.026 0.292 -0.468
N -0.962 1.330 -0.117
C -0.117 0.804 0.935
C -0.549 -0.583 1.442
C -0.546 -1.016 -0.030
O -0.802 -2.012 -0.652
H 1.626 -0.828 -1.186
H 1.967 0.896 -1.306
H 0.858 0.073 -2.465
H -1.928 0.994 -0.048
H 0.507 1.527 1.452
H -1.486 -0.717 1.978
H 0.279 -1.067 1.980
```

The spin multiplicity is 1. The LUMO energy comes out at 0.9 eV. For the largest force on an atom, the calculation gives 0.0120 Eh/bohr. Its SMILES is C[C@]12N[C@H]1CC2=O. The highest occupied orbital energy is -9.31 eV. For the orbital gap, the calculation gives 0.3764 Eh. The value obtained for the energy above the lowest of the compared OMol25 structures with the same formula, charge and spin is 54.46 kcal per mole. Its total charge is 0. Its electronic energy is -324.63768 Eh.

Atom charges from the natural (NBO) analysis, given in e for atoms 1 to 4: atom 1 (C): -0.619, atom 2 (C): -0.021, atom 3 (N): -0.545, atom 4 (C): -0.071